## P
Here is a 2-piece molecular cluster, C2H3IN2O overall from OMol25. Energies are from wB97M-V/def2-TZVPD.

```
! wB97M-V def2-TZVPD RIJCOSX def2/J DEFGRID3
* xyz 0 1
C -0.549 0.835 -0.990
C 0.349 -0.224 -0.838
N -1.332 1.648 -1.115
N -3.512 1.701 0.566
O -2.886 1.848 1.541
I -3.979 -0.322 -0.056
H 1.387 0.164 -0.758
H 0.027 -1.104 -0.141
H 0.111 -0.650 -1.744
*
```

Output
LUMO level = -0.0280 Ha
HOMO-LUMO gap = 8.5 eV
Structure (SMILES) = CC#N.O=NI

## Q
Here is a 2-piece molecular cluster, C2H3IN2O overall from OMol25. Energies are from wB97M-V/def2-TZVPD.

```
! wB97M-V def2-TZVPD RIJCOSX def2/J DEFGRID3
* xyz 0 1
C -0.275 -0.467 -0.003
C 0.401 -0.399 -1.981
N 0.281 0.684 -0.167
N 0.720 0.726 -1.441
O -0.233 -1.213 -1.119
I 0.070 0.866 4.123
H 0.135 1.873 2.918
H -0.732 -0.843 0.889
H 0.614 -0.728 -2.977
*
```

Output
LUMO level = 0.0274 Ha
HOMO-LUMO gap = 10.8 eV
Structure (SMILES) = c1nnco1.I

It is P that is the least stable of them.

## P
Here is C6H14O3 as an isolated structure from OMol25. Energies are from wB97M-V/def2-TZVPD.

```
! wB97M-V def2-TZVPD RIJCOSX def2/J DEFGRID3
* xyz 0 1
C 0.321 0.281 0.338
C -1.102 -0.504 -1.740
C 0.319 1.924 1.677
C -0.994 0.611 -0.037
C 0.599 -0.934 1.177
C -0.528 -1.896 -1.793
O 1.326 0.593 -0.557
O -0.546 0.343 -2.715
O 1.264 1.600 2.685
H 2.181 0.434 -0.127
H 0.384 0.486 -2.472
H 0.775 1.283 3.456
H -2.184 -0.500 -1.870
H -0.614 2.303 2.103
H 0.772 2.677 1.033
H -1.156 1.568 -0.522
H -1.782 0.240 0.605
H -0.285 -1.256 1.728
H 0.989 -1.763 0.581
H 1.379 -0.696 1.907
H -0.947 -2.526 -1.005
H 0.563 -1.887 -1.692
H -0.732 -2.377 -2.760
*
```

Output
LUMO level = 0.0234 Ha
HOMO-LUMO gap = 7.6 eV

## Q
Here is a 2-piece molecular cluster, C6H14O3 overall from OMol25. Energies are from wB97M-V/def2-TZVPD.

```
! wB97M-V def2-TZVPD RIJCOSX def2/J DEFGRID3
* xyz 0 1
C -1.209 -0.302 1.290
C -2.696 -0.518 1.590
C -0.989 -0.436 -0.223
O -1.229 0.763 -0.844
O -0.739 0.930 1.795
O -1.151 -1.486 -0.816
H -1.390 0.584 -1.783
H -1.143 1.633 1.271
H -0.623 -1.079 1.789
H -2.877 -0.385 2.654
H -3.303 0.201 1.035
H -2.987 -1.525 1.298
C 1.657 -0.299 -0.411
C 1.924 1.260 -0.117
C 1.735 -0.678 -1.873
H 2.740 -0.220 -0.048
H 1.315 -0.990 0.355
H 2.703 -0.458 -2.319
H 2.847 1.658 -0.549
H 1.096 1.755 -0.620
H 1.830 1.453 0.949
H 1.499 -1.737 -1.982
H 0.989 -0.124 -2.441
*
```

Output
LUMO level = 0.0247 Ha
HOMO-LUMO gap = 10.2 eV
Structure (SMILES) = C[C@H](O)C(=O)O.CCC

## R
Here is a 2-piece molecular cluster, C6H14O3 overall from OMol25. Energies are from wB97M-V/def2-TZVPD.

```
! wB97M-V def2-TZVPD RIJCOSX def2/J DEFGRID3
* xyz 0 1
C 1.926 -1.096 -0.373
C -1.003 -0.613 1.048
C 1.520 -0.809 -1.612
C 2.718 -0.178 0.490
O -1.148 -1.814 0.339
H -1.593 -1.597 -0.488
H 1.658 -2.048 0.067
H -0.015 -0.587 1.512
H -1.764 -0.541 1.837
H 1.075 -1.568 -2.239
H 3.712 -0.597 0.662
H 2.240 -0.058 1.458
H 2.816 0.806 0.035
H 1.831 0.104 -2.099
H -0.309 -0.116 -1.464
C -2.509 1.369 0.421
C -1.191 0.666 0.098
O -0.098 1.514 0.329
O -1.226 0.263 -1.232
H -0.163 2.280 -0.254
H -2.650 2.198 -0.277
H -3.338 0.673 0.301
H -2.490 1.747 1.440
*
```

Output
LUMO level = 0.0302 Ha
HOMO-LUMO gap = 10.6 eV
Structure (SMILES) = CC(O)(O)CO.C=CC

It is P that is the least stable of them.

## P
Here is a single C22H18N2O4 molecule from OMol25. Energies are from wB97M-V/def2-TZVPD.

```
! wB97M-V def2-TZVPD RIJCOSX def2/J DEFGRID3
* xyz 0 1
N 3.472 -7.296 -4.927
O -3.391 2.622 0.234
O 2.895 0.010 1.364
C 3.412 -6.444 -4.157
O -0.369 5.468 3.366
O -3.419 0.417 -0.328
C -2.858 1.525 0.184
C 1.854 -0.296 0.789
C -1.146 3.561 2.057
C 1.164 3.769 2.751
C -0.630 0.240 0.438
C -0.168 4.292 2.691
C -1.507 1.393 0.698
C 1.467 2.535 2.204
C 0.626 0.536 0.910
C -0.808 2.304 1.434
C 1.865 -1.490 -0.080
C 3.042 -2.016 -0.580
C 2.200 -5.233 -2.428
C 4.434 -4.464 -3.066
C 2.072 -4.127 -1.607
C 4.279 -3.383 -2.213
C 3.373 -5.383 -3.185
C 3.090 -3.172 -1.503
N 0.482 1.787 1.549
C -1.584 6.204 3.174
C -5.389 -0.837 -1.113
C -4.837 0.518 -0.612
H -2.165 3.917 1.934
H 1.881 4.343 3.291
H -0.956 -0.659 -0.106
H 2.461 2.106 2.315
H 0.893 -1.884 -0.356
H 3.936 -1.519 -0.260
H 1.420 -5.961 -2.493
H 5.333 -4.600 -3.625
H 1.139 -4.021 -1.014
H 5.093 -2.677 -2.199
H -1.715 6.466 2.124
H -1.495 7.174 3.676
H -2.451 5.697 3.545
H -5.151 -1.609 -0.415
H -4.939 -1.106 -2.067
H -6.481 -0.826 -1.257
H -5.407 0.868 0.274
H -5.017 1.252 -1.412
*
```

Output
LUMO level = -0.0332 Ha
HOMO-LUMO gap = 7.1 eV
Structure (SMILES) = CCOC(=O)c1cc(C(=O)/C=C/c2ccc(C#N)cc2)n2ccc(OC)cc12

## Q
Here is a single C22H18N2O4 molecule from OMol25. Energies are from wB97M-V/def2-TZVPD.

```
! wB97M-V def2-TZVPD RIJCOSX def2/J DEFGRID3
* xyz 0 1
O -4.166 7.123 1.150
C -3.077 7.138 0.632
O -2.478 8.289 0.279
H -3.052 9.036 0.508
C -2.274 5.937 0.323
C -1.021 6.031 -0.280
C -0.303 4.886 -0.553
C -0.820 3.629 -0.231
C -2.079 3.541 0.375
C -2.796 4.683 0.648
H -3.768 4.636 1.114
H -2.463 2.563 0.618
C -0.057 2.436 -0.526
N -0.510 1.281 -0.247
N 0.216 0.199 -0.537
C -0.204 -1.066 -0.243
O -1.245 -1.343 0.295
C 0.877 -2.108 -0.630
C 1.746 -2.201 0.611
C 3.091 -1.865 0.572
C 3.858 -1.942 1.722
C 3.286 -2.348 2.915
C 1.941 -2.678 2.956
C 1.171 -2.605 1.811
H 0.121 -2.855 1.839
H 1.489 -2.993 3.885
H 3.886 -2.406 3.811
H 4.906 -1.684 1.683
H 3.533 -1.554 -0.362
C 0.232 -3.429 -1.001
C -0.869 -3.423 -1.851
C -1.448 -4.613 -2.254
C -0.924 -5.820 -1.824
C 0.184 -5.832 -0.994
C 0.762 -4.643 -0.584
H 1.627 -4.658 0.060
H 0.602 -6.770 -0.661
H -1.377 -6.749 -2.137
H -2.310 -4.596 -2.903
H -1.287 -2.484 -2.186
O 1.650 -1.624 -1.728
H 1.248 -1.945 -2.543
H 1.131 0.294 -0.988
H 0.925 2.571 -0.999
H 0.669 4.959 -1.020
H -0.622 7.002 -0.528
*
```

Output
LUMO level = -0.0096 Ha
HOMO-LUMO gap = 8.4 eV
Structure (SMILES) = O=C(O)c1ccc(/C=N/NC(=O)C(O)(c2ccccc2)c2ccccc2)cc1

It is P that is the least stable of them.

## P
Here is a single C9H9NS2 molecule from OMol25. Energies are from wB97M-V/def2-TZVPD.

```
! wB97M-V def2-TZVPD RIJCOSX def2/J DEFGRID3
* xyz 0 1
C -0.412 -0.074 3.089
C 0.578 -0.852 2.424
C -1.287 0.621 2.233
C 0.528 -0.881 1.026
C -1.391 0.550 0.898
C -0.424 -0.223 0.254
C 0.247 -1.425 -1.838
C -0.401 -0.391 -1.253
C -0.865 0.195 -3.440
N -0.827 0.637 -2.068
S 0.364 -1.241 -3.528
S 0.255 2.019 -2.036
H -0.422 0.320 4.047
H 1.334 -1.336 2.967
H -2.056 1.256 2.789
H 1.044 -1.723 0.461
H -2.112 1.167 0.330
H 0.639 -2.372 -1.472
H -1.752 -0.344 -3.697
H -0.606 1.046 -4.064
H 1.413 1.336 -2.699
*
```

Output
LUMO level = 0.0183 Ha
HOMO-LUMO gap = 8.2 eV
Structure (SMILES) = SN1CSC=C1c1ccccc1

## Q
Here is a 2-piece molecular cluster, C9H9NS2 overall from OMol25. Energies are from wB97M-V/def2-TZVPD.

```
! wB97M-V def2-TZVPD RIJCOSX def2/J DEFGRID3
* xyz 0 1
C -2.670 -0.538 1.458
C -2.288 0.622 2.229
C -1.754 -1.373 0.908
C -0.962 0.915 2.433
C -0.400 -0.848 0.752
C 0.012 0.245 1.628
C 1.864 0.801 -2.144
C 0.835 1.127 -2.883
C 2.963 0.473 -1.538
N 0.550 -1.181 -0.110
S 1.545 0.777 1.818
S 0.384 -2.358 -1.157
H -3.700 -0.853 1.375
H -3.090 1.046 2.735
H -1.991 -2.164 0.358
H -0.589 1.881 2.918
H 0.038 0.448 -3.232
H 0.720 2.204 -3.048
H 3.779 0.159 -2.151
H 3.311 0.514 -0.566
H 1.442 -1.894 -1.784
*
```

Output
LUMO level (spin up / spin down) = -0.0580 / -0.0604 Ha
HOMO-LUMO gap (spin up / spin down) = 6.6 / 6.4 eV
Structure (SMILES) = S=C1C=CC=C/C1=N\S.C=C=C

It is Q that is the least stable of them.

## P
Here is C15H6N4S5Se5TeW as an isolated structure from OMol25. Energies are from wB97M-V/def2-TZVPD.

```
! wB97M-V def2-TZVPD RIJCOSX def2/J DEFGRID3
* xyz -2 1
W 1.856 -0.031 -1.028
Se -4.240 0.199 4.491
N -2.600 -0.495 4.657
C -2.063 -0.494 3.469
C -0.734 -1.001 3.171
C 0.075 -1.603 4.135
C 1.290 -2.130 3.755
C 1.665 -2.029 2.415
N 0.932 -1.400 1.522
C -0.244 -0.898 1.864
C -1.052 -0.301 0.773
N -0.524 -0.216 -0.467
C -1.336 0.107 -1.470
C -2.679 0.425 -1.305
C -3.198 0.449 -0.035
C -2.379 0.067 1.024
C -2.886 0.029 2.392
N -4.075 0.445 2.727
H -0.277 -1.660 5.156
H 1.941 -2.615 4.469
H 2.593 -2.456 2.045
H -0.875 0.121 -2.450
H -3.273 0.685 -2.170
H -4.221 0.739 0.164
S 0.526 4.063 -7.289
C 0.727 3.136 -5.918
S 0.946 1.431 -5.937
C 1.034 1.167 -4.213
C 0.944 2.277 -3.454
S 1.047 2.256 -1.717
S 0.748 3.777 -4.325
S 1.225 -0.413 -3.526
Se 4.142 0.541 -2.027
Se 6.339 -2.379 -0.542
Te 4.652 -0.719 0.049
Se 1.821 -2.386 -1.337
Se 2.151 1.312 0.934
*
```

Output
LUMO level (spin up / spin down) = 0.1087 / 0.1087 Ha
HOMO-LUMO gap (spin up / spin down) = 3.9 / 3.8 eV

## Q
Here is C15H6N4S5Se5TeW as an isolated structure from OMol25. Energies are from wB97M-V/def2-TZVPD.

```
! wB97M-V def2-TZVPD RIJCOSX def2/J DEFGRID3
* xyz -2 1
W 1.778 -1.014 -1.617
Se -4.203 -0.222 3.603
N -2.511 -0.791 3.730
C -1.994 -0.714 2.538
C -0.614 -1.071 2.233
C 0.274 -1.503 3.205
C 1.575 -1.762 2.833
C 1.946 -1.601 1.510
N 1.093 -1.211 0.559
C -0.160 -0.920 0.923
C -1.057 -0.454 -0.142
N -0.515 -0.347 -1.357
C -1.294 0.040 -2.363
C -2.640 0.331 -2.202
C -3.202 0.231 -0.947
C -2.397 -0.169 0.109
C -2.885 -0.268 1.480
N -4.108 0.006 1.831
H -0.064 -1.605 4.228
H 2.317 -2.086 3.549
H 2.953 -1.797 1.175
H -0.799 0.130 -3.320
H -3.220 0.642 -3.059
H -4.243 0.464 -0.764
S 2.139 6.399 -2.021
C 1.932 4.919 -1.260
S 2.908 3.551 -1.511
C 2.114 2.427 -0.424
C 1.017 2.908 0.237
S -0.028 2.193 1.413
S 0.658 4.590 -0.159
S 2.902 0.889 -0.235
Se 0.373 -3.315 -1.460
Se 3.101 -4.511 -3.958
Te 1.314 -2.913 -3.712
Se 1.744 0.639 -3.286
Se 3.799 -2.086 -1.361
*
```

Output
LUMO level (spin up / spin down) = 0.1163 / 0.1163 Ha
HOMO-LUMO gap (spin up / spin down) = 4.5 / 4.5 eV

It is P that is the least stable of them.

## P
Here is a single C4H7NO3 molecule from OMol25. Energies are from wB97M-V/def2-TZVPD.

```
! wB97M-V def2-TZVPD RIJCOSX def2/J DEFGRID3
* xyz 0 1
C -0.704 0.511 -0.440
C -0.444 0.747 1.055
C 0.648 0.548 -0.129
C 1.274 -0.788 0.001
H -1.367 -1.000 -1.599
H -2.167 -0.543 -0.205
H -1.049 1.169 -1.217
H -0.600 -0.182 1.617
H -0.678 1.684 1.438
H 2.337 1.351 -0.069
H -0.471 -1.648 0.342
N -1.308 -0.809 -0.594
O 1.442 1.547 -0.340
O 0.543 -1.755 0.356
O 2.547 -0.832 -0.215
*
```

Output
LUMO level = 0.0202 Ha
HOMO-LUMO gap = 9.9 eV
Structure (SMILES) = N[C@H]1C[C@@]1(O)C(=O)O

## Q
Here is a 2-piece molecular cluster, C4H7NO3 overall from OMol25. Energies are from wB97M-V/def2-TZVPD.

```
! wB97M-V def2-TZVPD RIJCOSX def2/J DEFGRID3
* xyz 0 1
O 0.470 -1.408 2.329
C 1.194 -1.367 1.149
C 0.848 -2.213 -0.001
C 1.707 -3.164 -0.472
N 1.559 -3.872 -1.612
C 2.211 -0.519 1.051
O 3.078 0.254 0.905
H 0.515 -2.302 2.688
H 1.379 -1.100 -1.835
H -0.178 -2.162 -0.387
H 2.658 -3.323 0.044
H 2.205 -4.612 -1.838
H 0.940 -3.533 -2.354
O 1.539 -0.677 -2.711
H 1.340 0.253 -2.570
*
```

Output
LUMO level = 0.0237 Ha
HOMO-LUMO gap = 8.7 eV
Structure (SMILES) = N/C=C/C(O)=C=O.O

It is P that is the least stable of them.

## P
Here is a single C4H7NO3 molecule from OMol25. Energies are from wB97M-V/def2-TZVPD.

```
! wB97M-V def2-TZVPD RIJCOSX def2/J DEFGRID3
* xyz 0 1
C -0.084 0.669 -1.548
C -1.630 0.565 0.580
N 0.949 -1.394 0.854
C 0.794 0.876 -0.394
C -0.466 0.077 -0.217
O 2.236 -1.725 0.334
O 1.157 1.920 0.119
O -0.172 -1.319 -0.129
H 2.387 -2.628 0.673
H 0.972 -0.663 1.569
H -0.613 1.550 -1.884
H 0.262 -0.001 -2.325
H -1.532 0.257 1.625
H -2.567 0.158 0.187
H -1.692 1.658 0.556
*
```

Output
LUMO level = -0.0103 Ha
HOMO-LUMO gap = 8.7 eV
Structure (SMILES) = C[C@@]1(ONO)CC1=O

## Q
Here is a 2-piece molecular cluster, C4H7NO3 overall from OMol25. Energies are from wB97M-V/def2-TZVPD.

```
! wB97M-V def2-TZVPD RIJCOSX def2/J DEFGRID3
* xyz 0 1
C -1.621 -1.298 -0.154
C -1.466 0.155 0.140
C -1.363 0.654 1.347
O -1.538 1.013 2.457
H -1.396 0.838 -0.698
H -1.097 -1.916 0.583
H -2.678 -1.580 -0.154
H -1.202 -1.530 -1.138
C 1.659 0.459 0.030
N 1.757 1.301 -1.010
O 1.890 -0.802 -0.348
O 1.496 0.775 1.203
H 1.832 -1.302 0.491
H 1.700 2.294 -0.837
H 2.026 0.938 -1.911
*
```

Output
LUMO level = 0.0222 Ha
HOMO-LUMO gap = 9.1 eV
Structure (SMILES) = NC(=O)O.CC=C=O

## R
Here is C4H7NO3 as an isolated structure from OMol25. Energies are from wB97M-V/def2-TZVPD.

```
! wB97M-V def2-TZVPD RIJCOSX def2/J DEFGRID3
* xyz 0 1
C 0.170 0.339 0.076
C -0.769 -0.287 -0.944
C 1.614 0.823 -0.245
C 0.969 -0.751 0.872
H -1.618 1.576 0.687
H -1.141 -0.042 1.577
H -0.714 0.323 -1.961
H -0.224 -1.232 -1.171
H -1.905 -2.014 -0.680
H 1.908 0.869 -1.303
H 1.740 1.768 0.076
N -0.926 1.034 1.044
O -2.040 -0.672 -0.248
O 2.148 -0.245 0.420
O 0.788 -1.491 1.800
*
```

Output
LUMO level = -0.0149 Ha
HOMO-LUMO gap = 8.9 eV

## S
Here is C4H7NO3 as an isolated structure from OMol25. Energies are from wB97M-V/def2-TZVPD.

```
! wB97M-V def2-TZVPD RIJCOSX def2/J DEFGRID3
* xyz 0 1
C -0.965 -2.284 0.219
C -1.193 -1.006 -0.709
C 0.327 0.629 -0.678
C 0.782 1.709 0.069
H 0.200 -2.775 0.126
H -1.133 -1.862 1.371
H -2.102 -2.990 0.105
H -0.777 -1.123 -1.812
H -2.274 -0.988 -0.884
H -0.011 1.729 1.172
H 3.080 3.191 1.701
N 1.910 2.343 0.042
O -0.839 0.248 -0.434
O 1.047 -0.179 -1.438
O 1.948 3.359 1.150
*
```

Output
LUMO level = -0.0244 Ha
HOMO-LUMO gap = 9.6 eV

It is S that is the least stable of them.

## P
Here is a single C4H7NO3 molecule from OMol25. Energies are from wB97M-V/def2-TZVPD.

```
! wB97M-V def2-TZVPD RIJCOSX def2/J DEFGRID3
* xyz 0 1
O 0.593 1.626 1.546
C 0.138 0.841 0.751
N 0.342 -0.552 0.818
C 0.052 -1.516 -0.162
O 0.817 -2.576 0.067
O -0.716 -1.437 -1.088
C -0.904 1.268 -0.259
C -0.301 2.147 -1.377
H 1.041 -0.840 1.483
H 0.549 -3.433 -0.352
H -1.584 1.871 0.459
H -1.661 0.506 -0.489
H -0.694 1.784 -2.330
H -0.379 3.213 -1.129
H 0.782 2.174 -1.433
*
```

Output
LUMO level = 0.0163 Ha
HOMO-LUMO gap = 10.8 eV
Structure (SMILES) = CCC(=O)NC(=O)O

## Q
Here is a single C4H7NO3 molecule from OMol25. Energies are from wB97M-V/def2-TZVPD.

```
! wB97M-V def2-TZVPD RIJCOSX def2/J DEFGRID3
* xyz 0 1
C -0.409 2.215 1.106
C 0.647 0.439 -0.233
C -0.121 -0.697 0.329
N 0.582 -2.168 -1.450
C -0.086 -0.975 -1.060
O -0.608 1.225 0.097
O -0.845 -1.214 1.322
O 1.773 0.877 -0.289
H -1.423 -1.899 0.930
H 1.238 -1.950 -2.198
H 1.089 -2.714 -0.763
H -0.690 -0.551 -1.863
H 0.602 2.627 1.060
H -1.136 3.009 0.925
H -0.613 1.777 2.088
*
```

Output
LUMO level (spin up / spin down) = -0.0084 / -0.0083 Ha
HOMO-LUMO gap (spin up / spin down) = 7.2 / 7.2 eV

It is Q that is the least stable of them.